Molecular formula: C10H19N2O2
Method: DFT, the ωB97M-V functional and the def2-TZVPD basis

Output
Energy above the lowest of the compared OMol25 structures with the same formula, charge and spin in eV: 4.995
Total charge: +1
Molecular weight in g/mol: 199.27
Highest occupied orbital energy in eV: -13.0

Structure (XYZ):
```
33
Properties=species:S:1:pos:R:3:forces:R:3:nbo_charge:R:1
C -0.65024 0.77574 -1.31771 -0.4826 1.4839 -2.1561 -0.4033
C -0.63636 1.14086 1.25372 1.9774 -0.1218 -0.9452 -0.4213
C -2.15667 0.49138 -0.97224 -0.6229 -2.7326 -1.0456 -0.5759
C -1.51770 -0.05254 1.39160 -2.3525 2.4018 -0.7898 -0.5855
C 0.17121 1.11342 -0.12099 2.7068 2.3482 2.9607 -0.2301
C -2.18170 -0.44747 0.17969 -1.0371 -1.4265 -1.1072 0.6692
C 1.58469 0.40448 -0.05126 0.0782 1.5819 0.4661 0.1361
C -2.78060 -1.84023 -0.02795 -1.6228 2.2965 -2.2651 -0.7591
C 2.52095 1.01383 1.08440 -4.4293 1.3863 1.3639 -0.6178
C 2.30295 0.49544 -1.42531 -1.1630 2.2961 -1.4799 -0.6537
N 0.34484 -1.50622 -0.17849 -3.5687 0.0595 -1.2775 0.1801
N 1.37204 -1.00165 0.24448 2.7369 -0.5189 1.4070 0.1017
O 0.09093 -2.68955 -0.32097 1.1491 -1.3120 0.6493 -0.4528
O 2.51302 -1.65514 0.71196 0.0497 -3.0583 -0.7434 -0.5512
H -0.08302 -0.05289 -1.79899 -1.5040 0.4660 -0.0752 0.2482
H -0.74059 1.62032 -2.09235 0.5006 -1.0592 1.1868 0.2516
H -0.99786 2.15916 1.31116 -1.1997 -0.1897 0.0120 0.2442
H -0.00274 1.08406 2.13194 0.6096 0.1417 -0.1493 0.2427
H -2.79220 1.38419 -0.85041 0.5879 -0.0719 0.3864 0.2987
H -2.68279 -0.13378 -1.76564 0.8641 1.2722 0.3872 0.2528
H -1.07636 -0.85140 1.83564 1.3075 -2.4232 1.4773 0.2643
H -2.34263 0.23190 2.06276 -0.3897 -0.1835 0.1294 0.3186
H 0.63419 2.16098 -0.04795 -1.1968 -0.9620 -1.0646 0.2499
H -1.93656 -2.38028 -0.49261 0.0240 -0.2826 0.1707 0.3360
H -3.69186 -1.86310 -0.81159 2.2693 0.4502 1.4715 0.2619
H -3.18906 -2.31378 0.82582 0.3275 -0.5066 1.1957 0.2607
H 3.37433 0.47862 1.01770 2.9707 -1.2963 0.2568 0.2325
H 2.06870 0.98433 2.15085 0.6278 -0.8770 -1.6994 0.2201
H 2.66732 2.09914 1.07873 0.2005 -0.1873 -1.1375 0.2399
H 2.02067 -0.29115 -2.15402 0.6084 -0.0136 0.7622 0.2331
H 3.37108 0.69195 -1.32480 -0.0512 -0.6544 -0.0828 0.2497
H 1.92578 1.43897 -2.01713 0.5938 -1.4212 1.3867 0.2334
H 2.49625 -2.68960 0.48996 -0.5696 3.1143 0.3490 0.5254
```
Forces are in eV/Å.

***

Molecular formula: C10H19N3O4S
Method: DFT, the ωB97M-V functional and the def2-TZVPD basis

Output
Energy above the lowest of the compared OMol25 structures with the same formula, charge and spin in eV: 3.424
Molecular weight in g/mol: 277.35
Highest occupied orbital energy in eV: -10.6

Structure (XYZ):
```
37
Properties=species:S:1:pos:R:3:forces:R:3:nbo_charge:R:1
C -3.94903 -3.15048 3.28319 0.1596 -0.1800 -0.1557 -0.6283
C -4.40026 -2.60011 1.94293 -0.2221 -0.3066 0.1146 -0.0705
O -4.50386 -1.18397 1.91873 0.1476 -0.0708 -0.1117 -0.5238
C -3.53928 -0.52559 1.13851 -0.0171 0.2548 0.2714 -0.0452
C -2.15700 -0.43214 1.85317 -0.1039 -0.1066 -0.1885 -0.3597
C -1.70614 0.95513 1.98022 0.1797 -0.0097 0.1531 0.2729
N -1.34893 2.03125 2.15415 -0.0766 0.0399 -0.1252 -0.2852
C -1.07310 -1.31763 1.21339 0.2859 0.1747 0.4399 -0.1346
N 0.22990 -1.11371 1.87065 -0.3906 -0.4118 0.0504 -0.7912
C -0.91540 -1.02688 -0.21737 0.2010 -0.2034 -0.4626 0.2625
N -0.72846 -0.87359 -1.34153 -0.2359 -0.0291 0.3529 -0.2897
H -4.59694 -2.83569 4.09691 -0.0338 0.1234 0.0032 0.2233
H -3.98403 -4.23987 3.22479 -0.0126 -0.0339 0.0801 0.2172
H -2.91859 -2.88003 3.51720 0.0071 0.0879 0.0688 0.1886
H -5.38882 -3.00720 1.72026 -0.0623 0.1116 -0.0260 0.1891
H -3.73788 -2.96980 1.15415 0.0627 0.1612 -0.1015 0.1608
H -3.43948 -0.99293 0.15515 0.0756 -0.0562 -0.0297 0.1855
H -3.90414 0.48796 0.98966 -0.1026 -0.0228 -0.0554 0.2172
H -2.31491 -0.80835 2.86527 0.0186 0.0791 0.0667 0.2634
H -1.41679 -2.35112 1.32260 -0.1581 -0.0303 -0.2514 0.2186
H 0.83120 -1.88923 1.60721 0.1544 0.1771 -0.0827 0.3687
H 0.08786 -1.22299 2.87194 0.0626 0.1616 0.0022 0.3619
C 1.60818 1.32794 -2.16805 0.1996 0.2395 -0.2720 -0.6410
C 2.93518 1.48094 -1.45571 -0.4100 -0.0410 0.3375 -0.0753
O 4.05793 1.60766 -2.36117 0.0823 -0.0012 -0.1325 -0.7274
S 4.25771 2.99624 -3.10544 0.1273 -0.2854 0.0662 2.3885
C 5.88285 2.69168 -3.70797 0.0580 -0.0105 0.0017 -0.8872
O 4.28961 4.04174 -2.12901 -0.0913 0.1102 -0.0159 -0.9407
O 3.35970 3.08147 -4.21464 -0.0360 0.1136 -0.0107 -0.9355
H 1.34482 2.23439 -2.71202 0.0152 0.0088 0.0190 0.2253
H 0.82461 1.12569 -1.44505 -0.0071 -0.0509 0.0905 0.2283
H 1.64715 0.50980 -2.88619 -0.0368 -0.0609 0.0595 0.2177
H 2.92855 2.32957 -0.77025 0.0774 0.0672 -0.0925 0.2006
H 3.15450 0.59038 -0.86970 0.1508 -0.0158 -0.0813 0.1913
H 6.56268 2.60691 -2.86518 -0.0148 -0.0051 0.0122 0.2495
H 6.15011 3.54194 -4.33129 -0.0316 0.0235 0.0094 0.2525
H 5.87051 1.78059 -4.29954 -0.0220 -0.0019 -0.0041 0.2518
```
Forces are in eV/Å.

***

Molecular formula: C10H20
Method: DFT, the ωB97M-V functional and the def2-TZVPD basis

Output
Energy above the lowest of the compared OMol25 structures with the same formula, charge and spin in eV: 2.320
Molecular weight in g/mol: 140.27
Highest occupied orbital energy in eV: -9.0

Structure (XYZ):
```
30
Properties=species:S:1:pos:R:3:forces:R:3:nbo_charge:R:1
C -1.47199 0.69895 -4.08646 0.3283 0.5158 0.2844 -0.6450
C -1.55411 1.78040 -3.00654 -0.3354 -0.0713 1.3099 -0.1934
C -0.89263 1.70006 -1.82792 -0.2583 0.1935 -1.1319 -0.1860
C -0.84099 2.65450 -0.59626 0.7226 -0.8672 -1.7250 -0.4301
C -1.72839 2.04217 0.44812 -0.8181 0.1208 0.8138 -0.6152
H -2.38494 0.60769 -4.69866 0.3508 0.1482 0.3446 0.2158
H -1.23656 -0.28910 -3.65640 -0.0374 0.4094 -0.1493 0.2114
H -0.63870 1.00537 -4.74094 -0.3473 -0.3833 -0.0799 0.2175
H -2.26259 2.60161 -3.17763 0.4685 -0.0605 -0.1116 0.1907
H -0.34001 0.75296 -1.77116 0.1735 0.3616 0.5367 0.1777
H -1.05046 3.70470 -0.87669 -0.1196 -0.5864 0.1765 0.2118
H 0.19832 2.60806 -0.21793 -0.3194 0.2511 -0.2346 0.2022
H -2.78142 2.03015 0.12011 0.3286 0.0356 0.1469 0.2014
H -1.66374 2.58946 1.40357 -0.0952 -0.1765 -0.2355 0.2009
H -1.40009 1.00251 0.61529 -0.8979 1.8013 -0.1359 0.2279
C 3.58568 -2.24868 2.90904 -0.0812 0.4625 -0.3076 -0.6490
C 2.50647 -1.91565 1.89577 -1.3879 -0.2414 0.0947 -0.1906
C 1.20240 -2.25392 1.95698 0.7131 0.8230 -0.3539 -0.1817
C 0.21663 -1.88910 0.82050 0.6939 -1.4889 1.0746 -0.4327
C -0.56810 -0.61671 1.06991 0.2838 -0.6342 -0.1176 -0.6125
H 4.34777 -1.45370 2.84708 -0.1141 -0.4431 0.2339 0.2152
H 4.06506 -3.21447 2.67661 -0.1183 0.3841 0.0707 0.2205
H 3.20019 -2.28676 3.94178 0.0779 -0.0306 -0.4495 0.2164
H 2.74143 -1.29729 1.01940 0.4724 -0.4177 0.2296 0.1877
H 0.79450 -2.74720 2.84911 0.1313 0.0200 -0.3659 0.1893
H -0.48954 -2.74160 0.82168 0.1433 0.3780 -0.4021 0.2048
H 0.77874 -1.91899 -0.13269 -0.4327 0.2818 0.3734 0.2075
H 0.06657 0.28347 1.01102 -0.0180 -0.6104 0.1202 0.2079
H -1.03269 -0.65481 2.06957 0.1052 0.1466 -0.3636 0.2162
H -1.36680 -0.53414 0.31368 0.3875 -0.3219 0.3541 0.2135
```
Forces are in eV/Å.

***

Molecular formula: C10H20BBr12NO3P
Method: DFT, the ωB97M-V functional and the def2-TZVPD basis

Output
Total charge: -1
Molecular weight in g/mol: 1202.91
Highest occupied orbital energy in eV: -3.7

Structure (XYZ):
```
48
Properties=species:S:1:pos:R:3:forces:R:3:nbo_charge:R:1
C -1.12303 -2.95107 -2.32283 0.0488 -0.1291 -0.0741 -0.6084
C -0.75218 -3.55640 -0.96496 -0.0952 -0.0752 -0.1544 -0.4208
C -1.36515 -2.84994 0.24971 0.1196 -0.0527 0.2624 -0.2153
N -0.41198 -2.10078 1.05861 0.0581 -0.3033 -0.0992 -0.6477
C 0.14259 -0.91824 0.44242 0.0287 0.4467 -0.0682 0.2193
C 1.39940 -1.07664 -0.39863 0.0177 -0.0190 -0.0550 -0.0793
O 1.85889 0.24184 -0.51340 -0.0733 0.0366 0.4019 -0.7319
B 1.43667 0.92814 0.78257 0.8512 -0.2349 -0.5673 0.3513
P 0.33892 2.44839 0.12490 -0.5117 -0.2121 0.0501 0.7245
C 0.42191 3.73524 1.44358 -0.0424 0.2078 0.0298 -0.9732
O 1.41968 3.16971 -0.99132 0.3030 -0.1407 0.1490 -0.9997
O 0.57105 -0.05490 1.45994 -0.2158 0.0346 0.0879 -0.7286
H -2.11869 -2.50692 -2.29424 -0.0087 0.0515 -0.0039 0.1992
H -0.41478 -2.18923 -2.64740 -0.0873 0.1200 0.0684 0.2136
H -1.14331 -3.72287 -3.09560 0.0706 0.0239 -0.0232 0.1959
H 0.33225 -3.58150 -0.84955 0.0037 -0.0520 0.0549 0.2175
H -1.08891 -4.59637 -0.96151 0.0190 -0.0081 0.0491 0.1913
H -2.21145 -2.22809 -0.08090 0.0017 0.0520 -0.0434 0.1565
H -1.75860 -3.59917 0.93720 -0.1857 -0.0400 -0.1765 0.1901
H -0.89581 -1.78126 1.88607 -0.0031 0.1535 0.0739 0.3609
H -0.58729 -0.38210 -0.20049 -0.2301 -0.2059 0.0740 0.1259
H 2.10300 -1.71582 0.15892 0.0188 -0.0854 -0.0823 0.1463
H 1.21071 -1.50346 -1.39025 0.0879 0.0233 0.0429 0.1540
H 2.42227 1.23706 1.45224 -0.2590 0.1792 0.1087 -0.1199
H -0.32396 4.51372 1.26354 0.0221 0.0308 0.0661 0.2038
H 1.40621 4.21020 1.50423 0.0909 -0.1494 0.0357 0.2086
H 0.20591 3.27947 2.41158 -0.0145 -0.0626 0.0149 0.2318
H 1.33593 4.11529 -0.89578 0.0394 0.4954 -0.0069 0.4698
C -0.75141 -3.01737 4.46656 0.0471 0.0389 -0.0225 -0.5007
Br -0.23718 -3.50664 6.26031 0.0513 -0.0581 0.0445 0.0671
Br -1.87697 -4.35469 3.67157 -0.0284 -0.0565 0.1042 0.0891
Br -1.58195 -1.28955 4.45168 -0.0390 0.0792 -0.0189 0.1120
H 0.14820 -2.95483 3.86841 0.0038 0.0361 -0.0593 0.2487
C 0.71581 3.25486 -3.74738 -0.0583 -0.1699 -0.1490 -0.4914
Br 0.53981 1.61569 -4.73401 0.0154 0.0360 -0.0896 0.0734
Br 2.08685 4.39155 -4.50159 0.0381 0.0332 -0.0205 0.0360
Br -0.95799 4.18749 -3.62586 -0.0273 0.0431 -0.0057 0.0672
H 1.03423 3.01128 -2.73234 -0.0350 -0.0064 -0.0192 0.2937
C 2.11788 3.16737 -8.08282 -0.0625 -0.0305 0.0664 -0.5050
Br 3.44728 4.30479 -8.88123 0.0311 0.0326 -0.0060 0.0728
Br 0.41291 3.36155 -8.94704 -0.0355 0.0113 -0.0217 0.0811
Br 2.68381 1.33709 -8.04105 0.0588 -0.0777 -0.0549 0.0933
H 1.99482 3.48558 -7.05669 -0.0077 0.0110 0.0237 0.2405
C -2.34625 -0.75306 7.93741 0.0186 0.0057 -0.0367 -0.5084
Br -1.62739 -0.68928 9.72028 0.0191 -0.0055 0.0318 0.0772
Br -3.80806 -1.99074 7.81033 -0.0339 -0.0315 0.0025 0.0876
Br -2.84016 0.99269 7.30958 -0.0113 0.0252 0.0045 0.0940
H -1.56447 -1.11808 7.28525 0.0011 -0.0012 0.0113 0.2361
```
Forces are in eV/Å.

***

What maximum force values result from the calculations? In sequence: 4.8; 0.6; 2.1; 1.0 eV/Å.